14
Properties=species:S:1:pos:R:3:lowdin_charge:R:1 method="wB97M-V/def2-TZVPD" lumo_energy_ha=0.0394 total_charge=0 smiles="C[C@H]1C[C@H]1C=O" de_lowest_kcal_mol=28.8 gap_ev=10.88 fmax_ev_per_a=0.5 homo_ev=-9.81
C 1.498 0.493 0.058 -0.065
C 0.478 -0.524 0.528 -0.286
C -0.825 -0.170 1.170 -0.087
C -0.821 -0.662 -0.246 -0.220
C -1.006 0.309 -1.355 -0.258
O -0.860 0.032 -2.523 0.055
H 1.137 1.521 0.170 0.082
H 2.431 0.404 0.622 0.075
H 1.732 0.332 -1.003 0.083
H 0.904 -1.474 0.843 0.134
H -1.045 0.883 1.320 0.107
H -1.220 -0.825 1.940 0.104
H -1.155 -1.668 -0.471 0.143
H -1.249 1.350 -1.055 0.131